1.
This record from OMol25 describes a 2-piece molecular cluster, C4H12 overall at a distorted geometry. The level of theory is ωB97M-V with the def2-TZVPD basis set.

Each line ends with the Mulliken charge.
Element x y z (Å)
1 C -1.906 0.882 -0.592  -0.65
2 C 2.444 -0.837 0.594  -0.88
3 C 1.879 0.383 -0.157  -0.57
4 C -2.369 -0.405 0.127  -0.86
5 H 2.450 1.291 -0.021  0.36
6 H 2.464 -1.700 -0.064  0.26
7 H 3.478 -0.630 0.877  0.28
8 H -3.428 -0.584 0.003  0.34
9 H -1.853 -1.264 -0.301  0.26
10 H 1.895 -1.061 1.503  0.27
11 H -0.871 0.826 -0.904  0.10
12 H -2.022 1.702 0.124  0.24
13 H -2.632 1.139 -1.364  0.32
14 H 0.860 0.561 0.193  0.00
15 H -2.087 -0.411 1.181  0.26
16 H 1.698 0.109 -1.201  0.27

E_HOMO = -11.68 eV
SMILES = CC.CC
multiplicity = 1
Kohn-Sham gap = 12.82 eV

***

2.
This record from OMol25 describes a 2-piece molecular cluster, C4H12 overall at a distorted geometry. The level of theory is ωB97M-V with the def2-TZVPD basis set.

Each line ends with the Mulliken charge.
Element x y z (Å)
1 C -1.793 0.230 -0.421  -0.51
2 C 1.162 -0.618 1.017  -0.28
3 C -1.231 -0.308 -1.805  -1.02
4 C 1.913 0.738 1.212  -0.82
5 H -0.851 -1.294 -1.734  0.34
6 H -0.528 0.322 -2.340  0.31
7 H 1.959 -1.422 0.839  0.31
8 H 0.487 -0.573 0.106  -0.29
9 H -1.733 1.351 -0.204  0.25
10 H 2.997 0.553 1.058  0.25
11 H -2.818 -0.260 -0.161  0.28
12 H 1.534 1.553 0.564  0.28
13 H -1.298 -0.244 0.348  0.02
14 H -2.066 -0.257 -2.477  0.34
15 H 0.387 -0.769 1.740  0.29
16 H 1.878 0.997 2.258  0.26

E_HOMO = -11.33 eV
SMILES = CC.CC
multiplicity = 1
Kohn-Sham gap = 12.49 eV

***

3.
This record from OMol25 describes a 2-piece molecular cluster, C4H12 overall. The level of theory is ωB97M-V with the def2-TZVPD basis set.

Each line ends with the Mulliken charge.
Element x y z (Å)
1 C -0.686 -0.967 0.954  -0.68
2 C 1.098 1.687 -0.371  -0.57
3 C -1.378 -2.294 1.276  -0.98
4 C 0.961 1.564 -1.884  -0.90
5 H -2.454 -2.200 1.171  0.28
6 H -1.318 -0.122 1.233  0.28
7 H -1.150 -2.583 2.306  0.28
8 H 0.929 2.540 -2.370  0.30
9 H -0.957 -3.143 0.740  0.30
10 H 0.256 2.268 -0.006  0.25
11 H 1.048 0.700 0.057  0.05
12 H 1.809 1.036 -2.320  0.27
13 H 2.015 2.148 -0.006  0.33
14 H -0.488 -0.795 -0.082  0.21
15 H 0.250 -0.918 1.509  0.28
16 H 0.092 0.971 -2.172  0.28

E_HOMO = -11.72 eV
SMILES = CC.CC
multiplicity = 1
Kohn-Sham gap = 12.85 eV